(1)
Here is a structure of composition C56H39BrN2O4PTa from the OMol25 dataset. Energies are from the ωB97M-V functional and the def2-TZVPD basis.

* E_LUMO: -1.11 eV
* net charge: 0
* E_HOMO: -5.6 eV
* multiplicity: 1
* ΔE to the lowest compared entry with this formula, charge and spin: 41.9 kJ/mol

Element x y z (Å)
Ta -0.5782 -0.8354 0.0873
Br 3.7713 2.6093 5.0315
C 2.3892 1.7096 4.0952
C 1.9297 0.4774 4.5642
C 0.9345 -0.1948 3.8882
C 0.4009 0.3325 2.7052
O -0.5165 -0.3237 2.0333
C 0.8669 1.5786 2.2473
C 0.2650 2.1836 1.0904
N -0.5275 1.5729 0.2825
C -1.1773 2.2764 -0.7564
C -1.0597 3.6185 -1.0211
C -1.7567 4.2165 -2.0844
C -2.5791 3.4746 -2.8808
C -2.7370 2.0947 -2.6324
C -3.5639 1.2743 -3.4317
C -3.6671 -0.0497 -3.1322
C -2.9544 -0.5625 -2.0380
N -2.1663 0.1639 -1.2733
C -2.0410 1.4959 -1.5642
C 1.8549 2.2690 2.9625
H 2.3639 0.0489 5.4579
H 0.5738 -1.1539 4.2347
H 0.5072 3.2345 0.9324
H -0.4175 4.2504 -0.4233
H -1.6275 5.2747 -2.2688
H -3.1162 3.9268 -3.7051
H -4.0991 1.7102 -4.2662
H -4.2807 -0.7215 -3.7151
H -3.0357 -1.6093 -1.7854
H 2.2082 3.2283 2.6025
C 3.5807 -4.1698 4.4072
C 2.2390 -4.2410 4.0555
C 1.7623 -3.5488 2.9524
C 2.6323 -2.7759 2.1807
C 3.9813 -2.7192 2.5301
C 4.4511 -3.4098 3.6408
P 1.9566 -1.8393 0.7585
C 3.3962 -0.9240 0.1343
C 3.8514 0.1569 0.8899
C 4.9075 0.9348 0.4427
C 5.5211 0.6363 -0.7669
C 5.0767 -0.4403 -1.5195
C 4.0150 -1.2171 -1.0754
C 1.4410 -3.0488 -0.4685
C 2.1039 -4.1791 -0.9215
C 1.4822 -4.9842 -1.8694
C 0.2115 -4.6554 -2.3239
C -0.4548 -3.5344 -1.8329
C 0.1458 -2.7020 -0.8914
H 3.9462 -4.7086 5.2727
H 1.5547 -4.8381 4.6464
H 0.7130 -3.6087 2.6879
H 4.6697 -2.1322 1.9375
H 5.5007 -3.3550 3.9013
H 3.3822 0.3818 1.8414
H 5.2501 1.7740 1.0362
H 6.3331 1.2539 -1.1285
H 5.5407 -0.6678 -2.4719
H 3.6630 -2.0437 -1.6801
H 3.0888 -4.4299 -0.5422
H 1.9836 -5.8664 -2.2485
H -0.2707 -5.2855 -3.0625
H -1.4591 -3.3309 -2.1926
O -1.9772 -5.0876 2.8857
C -3.2078 -4.6142 2.5790
C -4.3546 -5.2243 3.0833
C -5.6100 -4.7463 2.7554
C -5.7468 -3.6522 1.9116
C -4.6108 -3.0496 1.4039
C -3.3353 -3.5064 1.7298
C -2.1538 -2.7909 1.1795
O -1.0228 -2.8855 1.6501
O -2.3645 -1.9604 0.1971
H -2.0702 -5.8848 3.4169
H -4.2514 -6.0832 3.7382
H -6.4868 -5.2344 3.1619
H -6.7279 -3.2765 1.6546
H -4.6876 -2.1968 0.7430
C 0.5963 -0.1522 -1.3486
C 1.3405 0.3142 -2.2490
C 2.1184 0.7685 -3.2536
C 2.9163 1.9888 -3.0399
C 4.0814 2.2674 -3.7680
C 4.8539 3.3848 -3.4917
C 4.5006 4.2589 -2.4719
C 3.3506 3.9976 -1.7383
C 2.5715 2.8886 -2.0232
C 2.1833 -0.0184 -4.5003
C 2.4414 0.5754 -5.7429
C 2.4635 -0.1747 -6.9085
C 2.2209 -1.5412 -6.8733
C 1.9476 -2.1430 -5.6515
C 1.9301 -1.3960 -4.4857
H 4.3974 1.5855 -4.5466
H 5.7504 3.5680 -4.0723
H 5.1077 5.1288 -2.2560
H 3.0556 4.6744 -0.9428
H 1.6704 2.6936 -1.4570
H 2.6077 1.6438 -5.7975
H 2.6644 0.3155 -7.8535
H 2.2400 -2.1270 -7.7836
H 1.7512 -3.2075 -5.6034
H 1.7094 -1.8785 -3.5390

Löwdin atomic charge list, values in e, 99 entries: atom 1 (Ta): 1.753, atom 2 (Br): 0.729, atom 3 (C): -0.701, atom 4 (C): -0.098, atom 5 (C): 0.010, atom 6 (C): -0.359, atom 7 (O): -0.241, atom 8 (C): -0.146, atom 9 (C): -0.043, atom 10 (N): 0.014, atom 11 (C): -0.191, atom 12 (C): -0.002, atom 13 (C): -0.053, atom 14 (C): -0.021, atom 15 (C): -0.139, atom 16 (C): 0.010, atom 17 (C): -0.022, atom 18 (C): -0.091, atom 19 (N): 0.006, atom 20 (C): -0.143, atom 21 (C): -0.093, atom 22 (H): 0.108, atom 23 (H): 0.124, atom 24 (H): 0.125, atom 25 (H): 0.107, atom 26 (H): 0.112, atom 27 (H): 0.118, atom 28 (H): 0.124, atom 29 (H): 0.113, atom 30 (H): 0.101, atom 31 (H): 0.115, atom 32 (C): -0.093, atom 33 (C): -0.082, atom 34 (C): -0.089, atom 35 (C): -0.319, atom 36 (C): -0.080, atom 37 (C): -0.083, atom 38 (P): 1.087, atom 39 (C): -0.360, atom 40 (C): -0.099, atom 41 (C): -0.070, atom 42 (C): -0.081, atom 43 (C): -0.071, atom 44 (C): -0.073, atom 45 (C): -0.406, atom 46 (C): -0.084, atom 47 (C): -0.093, atom 48 (C): -0.091, atom 49 (C): -0.106, atom 50 (C): -0.305, atom 51 (H): 0.099, atom 52 (H): 0.101, atom 53 (H): 0.084, atom 54 (H): 0.097, atom 55 (H): 0.102, atom 56 (H): 0.088, atom 57 (H): 0.105, atom 58 (H): 0.104, atom 59 (H): 0.109, atom 60 (H): 0.099, atom 61 (H): 0.111, atom 62 (H): 0.098, atom 63 (H): 0.099, atom 64 (H): 0.085, atom 65 (O): 0.082, atom 66 (C): -0.247, atom 67 (C): -0.020, atom 68 (C): -0.078, atom 69 (C): -0.084, atom 70 (C): -0.015, atom 71 (C): -0.051, atom 72 (C): -0.533, atom 73 (O): -0.001, atom 74 (O): -0.202, atom 75 (H): 0.112, atom 76 (H): 0.115, atom 77 (H): 0.107, atom 78 (H): 0.101, atom 79 (H): 0.116, atom 80 (C): -0.213, atom 81 (C): -0.087, atom 82 (C): -0.165, atom 83 (C): -0.176, atom 84 (C): -0.054, atom 85 (C): -0.093, atom 86 (C): -0.109, atom 87 (C): -0.096, atom 88 (C): -0.035, atom 89 (C): -0.175, atom 90 (C): -0.054, atom 91 (C): -0.094, atom 92 (C): -0.108, atom 93 (C): -0.089, atom 94 (C): -0.028, atom 95 (H): 0.104, atom 96 (H): 0.100, atom 97 (H): 0.094, atom 98 (H): 0.094, atom 99 (H): 0.083

(2)
Here is the ion C5H11N2O with charge +1 from the OMol25 dataset. Energies are from the ωB97M-V functional and the def2-TZVPD basis.

* E_LUMO: -3.08 eV
* net charge: +1
* E_HOMO: -14.6 eV
* multiplicity: 1
* ΔE to the lowest compared entry with this formula, charge and spin: 274.3 kJ/mol
* SMILES: C[N+]1(C)CNC(=O)C1

Element x y z (Å)
C -0.4963 -1.3768 -1.4230
C -0.3403 -1.2921 0.1319
C 0.9854 0.4877 -0.7614
C 0.7626 0.4759 1.6591
C -1.1551 0.8414 0.3039
N 0.5053 -0.5094 -1.8931
N 0.1085 0.0833 0.4375
O -1.1984 -2.1234 -2.0621
H -1.2074 -1.4182 0.7136
H 0.5576 -1.7699 0.4352
H 1.9781 0.2774 -0.4430
H 1.0177 1.5531 -0.9758
H 0.9798 1.5399 1.5925
H -0.0088 0.3969 2.4797
H 1.5793 -0.2098 1.8783
H -0.8618 1.8376 0.2656
H -1.8111 0.6957 -0.5034
H -1.8242 0.8171 1.0667
H 0.4292 -0.3064 -2.9022

For each atom in turn, the natural (NBO) charge in e is: atom 1 (C): 0.660, atom 2 (C): -0.301, atom 3 (C): -0.027, atom 4 (C): -0.424, atom 5 (C): -0.439, atom 6 (N): -0.641, atom 7 (N): -0.186, atom 8 (O): -0.489, atom 9 (H): 0.248, atom 10 (H): 0.235, atom 11 (H): 0.214, atom 12 (H): 0.243, atom 13 (H): 0.247, atom 14 (H): 0.248, atom 15 (H): 0.249, atom 16 (H): 0.217, atom 17 (H): 0.256, atom 18 (H): 0.242, atom 19 (H): 0.448

(3)
Here is a cluster of 4 separate species, C17H32IN3O11PS in total from the OMol25 dataset. Energies are from the ωB97M-V functional and the def2-TZVPD basis.

* E_LUMO: -5.19 eV
* net charge: +1
* E_HOMO: -12.0 eV
* multiplicity: 1

Element x y z (Å)
N 0.0132 0.6036 2.7434
C -1.2965 0.3551 2.0715
C -2.0571 -0.8623 2.7031
C -2.0991 -2.1507 1.7794
C -2.6604 -1.8266 0.3630
N -1.6261 -1.5759 -0.6676
N -0.3580 -1.6753 -0.3292
C 0.5184 -1.4416 -1.2722
C 0.3414 -1.0421 -2.6599
P 1.7394 -0.6948 -3.8518
O 1.3050 -1.2351 -5.3657
O 2.9927 -1.6515 -3.2942
C -1.0866 -0.9341 -3.0278
S -1.6191 -0.5013 -4.6876
C -1.9596 -1.2485 -1.9307
I -4.0741 -1.1543 -2.3822
H 0.7860 0.4036 2.1103
H 0.0461 1.6092 2.9131
H -1.2122 0.3268 0.9636
H -1.9082 1.2609 2.3048
H -1.6913 -1.0995 3.7211
H -3.1303 -0.5567 2.8009
H -1.1514 -2.7228 1.7914
H -2.8561 -2.8148 2.2650
H -3.2933 -2.6857 0.0480
H -3.3270 -0.9401 0.4789
H 1.5750 -1.5688 -0.9582
H 0.6264 -1.9266 -5.2228
H 2.9212 -2.4811 -3.8127
H -1.9478 0.8349 -4.6352
C 2.2329 1.7659 4.9381
O 3.0482 2.9192 5.1437
C 2.5954 3.7468 6.0928
O 1.5989 3.5904 6.7484
O 3.4425 4.7754 6.1834
C 3.0817 5.7473 7.1665
H 2.6933 1.1710 4.1516
H 2.1837 1.1620 5.8438
H 1.2351 2.0554 4.6154
H 3.0662 5.3015 8.1607
H 2.1153 6.1929 6.9309
H 3.8390 6.5280 7.1469
C 0.9798 -7.3998 -4.5127
O -0.2788 -7.0486 -5.0945
C -0.4527 -5.7454 -5.2857
O 0.3406 -4.8720 -5.0140
O -1.6591 -5.5603 -5.8299
C -1.9609 -4.1950 -6.0859
H 1.0000 -8.4819 -4.4083
H 1.8012 -7.0970 -5.1616
H 1.0851 -6.9523 -3.5244
H -1.2501 -3.7698 -6.7957
H -1.9622 -3.6252 -5.1543
H -2.9558 -4.1474 -6.5229
C -1.4719 3.1947 -0.7836
O -0.7569 3.3822 0.4348
C 0.0572 4.4497 0.4399
O 0.2145 5.2178 -0.4698
O 0.6572 4.5015 1.6301
C 1.5646 5.5974 1.7857
H -2.0909 2.3054 -0.6640
H -2.1222 4.0451 -0.9875
H -0.7831 3.0303 -1.6140
H 1.0399 6.5474 1.6896
H 2.3752 5.5313 1.0606
H 1.9865 5.5321 2.7863

For each atom in turn, the natural (NBO) charge in e is: atom 1 (N): -0.839, atom 2 (C): -0.230, atom 3 (C): -0.407, atom 4 (C): -0.425, atom 5 (C): -0.253, atom 6 (N): -0.147, atom 7 (N): -0.135, atom 8 (C): 0.018, atom 9 (C): -0.296, atom 10 (P): 1.398, atom 11 (O): -0.923, atom 12 (O): -0.949, atom 13 (C): -0.218, atom 14 (S): 0.044, atom 15 (C): 0.130, atom 16 (I): 0.284, atom 17 (H): 0.353, atom 18 (H): 0.371, atom 19 (H): 0.150, atom 20 (H): 0.205, atom 21 (H): 0.249, atom 22 (H): 0.197, atom 23 (H): 0.241, atom 24 (H): 0.235, atom 25 (H): 0.249, atom 26 (H): 0.247, atom 27 (H): 0.249, atom 28 (H): 0.501, atom 29 (H): 0.504, atom 30 (H): 0.193, atom 31 (C): -0.250, atom 32 (O): -0.499, atom 33 (C): 0.976, atom 34 (O): -0.636, atom 35 (O): -0.494, atom 36 (C): -0.258, atom 37 (H): 0.190, atom 38 (H): 0.199, atom 39 (H): 0.186, atom 40 (H): 0.197, atom 41 (H): 0.191, atom 42 (H): 0.199, atom 43 (C): -0.259, atom 44 (O): -0.476, atom 45 (C): 0.989, atom 46 (O): -0.685, atom 47 (O): -0.479, atom 48 (C): -0.255, atom 49 (H): 0.210, atom 50 (H): 0.197, atom 51 (H): 0.188, atom 52 (H): 0.195, atom 53 (H): 0.167, atom 54 (H): 0.211, atom 55 (C): -0.255, atom 56 (O): -0.510, atom 57 (C): 0.978, atom 58 (O): -0.624, atom 59 (O): -0.497, atom 60 (C): -0.259, atom 61 (H): 0.176, atom 62 (H): 0.207, atom 63 (H): 0.188, atom 64 (H): 0.199, atom 65 (H): 0.197, atom 66 (H): 0.204

(4)
Here is the ion C2H6NO2S2 with charge -1 from the OMol25 dataset. Energies are from the ωB97M-V functional and the def2-TZVPD basis.

* E_LUMO: 3.62 eV
* net charge: -1
* E_HOMO: -4.3 eV
* multiplicity: 1
* ΔE to the lowest compared entry with this formula, charge and spin: 273.6 kJ/mol
* SMILES: CCNS(=O)(=O)[S-]

Element x y z (Å)
C -0.1308 -0.7739 0.3185
C -0.0331 0.7052 -0.1666
N 1.1795 0.9804 -0.9288
O 2.6247 0.8918 1.4483
O 3.9149 1.1578 -0.5849
S 2.9557 -1.5635 -0.1432
S 2.8629 0.4302 0.0997
H -0.3730 -1.3577 -0.4832
H 0.8045 -1.1914 0.6948
H -0.8232 -0.9323 0.9916
H -1.0054 0.9475 -0.6109
H -0.1358 1.4170 0.7506
H 1.3275 0.2664 -1.5630

For each atom in turn, the natural (NBO) charge in e is: atom 1 (C): -0.642, atom 2 (C): -0.233, atom 3 (N): -0.782, atom 4 (O): -0.976, atom 5 (O): -0.959, atom 6 (S): -0.662, atom 7 (S): 1.963, atom 8 (H): 0.180, atom 9 (H): 0.241, atom 10 (H): 0.181, atom 11 (H): 0.173, atom 12 (H): 0.181, atom 13 (H): 0.335